Formula: C20H14N12O6SSn
Source: the OMol25 dataset
Level of theory: the ωB97M-V functional and the def2-TZVPD basis

Output
Total charge: +2
E (Ha): -2490.9976
Multiplicity: 1
HOMO level (Eh): -0.54966
Energy above the lowest of the compared OMol25 structures with the same formula, charge and spin (kcal/mol): 12.1
M (g mol⁻¹): 669.2
Max |F| (eV Å⁻¹): 0.4
Kohn-Sham gap (eV): 8.08

CARTESIAN COORDINATES (ANGSTROEM)
Sn: -0.6936 -0.9357 -0.9665
N: 2.0168 -3.4896 -1.4983
C: 2.4468 -2.2704 -1.2103
N: 3.7301 -2.1572 -0.8953
C: 4.2110 -0.9292 -0.7482
N: 5.4580 -0.7684 -0.3399
N: 3.5000 0.2016 -1.0397
C: 2.2464 -0.0105 -1.2814
N: 1.5863 -1.1913 -1.2517
C: 1.4470 1.1439 -1.7602
C: 2.0709 2.2860 -2.2187
C: 1.3035 3.2695 -2.8238
C: -0.0603 3.0626 -2.9546
C: -0.6156 1.9019 -2.4573
N: 0.1229 0.9552 -1.8560
H: 2.7198 -4.2119 -1.5233
H: 1.0899 -3.6799 -1.8400
H: 6.0339 -1.5746 -0.1598
H: 5.8506 0.1556 -0.2737
H: 3.1425 2.3693 -2.1173
H: 1.7660 4.1692 -3.2065
H: -0.6983 3.7836 -3.4450
H: -1.6675 1.7088 -2.5649
S: -1.8298 2.5815 5.7790
N: -2.5696 2.8097 4.3699
C: -2.0552 1.9293 3.5252
C: -2.4498 1.7604 2.1418
C: -3.4920 2.4788 1.5507
C: -3.8422 2.1795 0.2543
C: -3.1349 1.2026 -0.4355
N: -2.1039 0.5437 0.0971
C: -1.7810 0.8007 1.3839
C: -0.7294 -0.0297 1.9841
N: -0.1476 -0.9549 1.1890
C: 0.7469 -1.7964 1.7137
C: 1.1070 -1.7536 3.0522
C: 0.5429 -0.7990 3.8714
C: -0.3964 0.0842 3.3321
C: -1.0644 1.1087 4.1067
N: -0.8404 1.3776 5.3837
H: -4.0198 3.2265 2.1284
H: -4.6715 2.6706 -0.2342
H: -3.4516 0.9124 -1.4238
H: 1.1805 -2.5316 1.0551
H: 1.8224 -2.4706 3.4280
H: 0.7997 -0.7250 4.9204
O: -2.4373 -2.1608 -0.4890
N: -1.8111 -3.2879 -0.4301
O: -2.3337 -4.3268 -0.2755
O: -0.5349 -3.1377 -0.5663
O: -0.8018 -1.8950 -2.8592
N: -1.9166 -1.3767 -3.3001
O: -2.4313 -1.7378 -4.2911
O: -2.3604 -0.4713 -2.5293

***

Formula: C6H9NO2
Source: the OMol25 dataset
Level of theory: the ωB97M-V functional and the def2-TZVPD basis

Output
E (Ha): -439.0371
Multiplicity: 1
HOMO level (Eh): -0.32720
Energy above the lowest of the compared OMol25 structures with the same formula, charge and spin (kcal/mol): 150.1
M (g mol⁻¹): 127.1
Max |F| (eV Å⁻¹): 18.4
Kohn-Sham gap (eV): 9.50

CARTESIAN COORDINATES (ANGSTROEM)
C: 2.2797 -0.2935 0.4433
C: 0.8331 -0.1376 0.1389
C: -0.0314 -1.0744 -0.4087
C: -1.3895 -0.9225 -0.7901
C: -1.7600 0.6365 -0.8260
C: 0.2938 1.2304 0.3841
H: 1.7405 -0.6674 1.9504
H: 0.6981 -2.2690 -0.5939
H: -1.4220 -1.3780 -1.6447
H: -1.9119 -1.5600 0.0470
H: -2.5935 0.7903 -0.9571
H: -1.0720 0.9765 -1.6706
H: -1.6907 0.8265 1.2050
H: 0.7872 1.5735 1.3026
H: 0.7851 1.7553 -0.2032
N: -1.1839 1.2819 0.2540
O: 2.5618 -0.5581 1.7261
O: 3.0756 -0.2105 -0.3572

***

Formula: C5H11N2O2
Source: the OMol25 dataset
Level of theory: the ωB97M-V functional and the def2-TZVPD basis

Output
Total charge: +1
E (Ha): -456.5801
Multiplicity: 1
HOMO level (Eh): -0.54623
Energy above the lowest of the compared OMol25 structures with the same formula, charge and spin (kcal/mol): 185.9
M (g mol⁻¹): 131.2
Max |F| (eV Å⁻¹): 4.9
Kohn-Sham gap (eV): 8.24

CARTESIAN COORDINATES (ANGSTROEM)
C: 0.9132 0.3265 -0.9017
C: -0.4278 0.7321 -0.5787
C: -0.5532 1.7514 0.5601
C: -1.1033 1.1289 -1.8782
C: 1.4345 -2.0029 1.6440
N: 0.5685 -1.3583 0.7277
N: -0.6524 -1.4226 0.5847
O: -1.4300 -2.1991 1.0198
O: -1.2884 -0.4404 -0.3047
H: 1.2564 -0.6039 -1.3623
H: 1.7884 1.0939 -0.8145
H: 0.3584 2.4906 0.4228
H: -0.2594 1.1601 1.5278
H: -1.5526 2.0546 0.6130
H: -2.2738 1.1568 -1.6927
H: -1.0551 0.4282 -2.7766
H: -0.6500 2.0503 -2.2803
H: 2.3664 -2.0979 1.1418
H: 1.6002 -1.2685 2.4337
H: 0.9599 -2.9797 1.9142

***

Formula: C23H32N2O2
Source: the OMol25 dataset
Level of theory: the ωB97M-V functional and the def2-TZVPD basis

Output
E (Ha): -1154.7517
Multiplicity: 1
HOMO level (Eh): -0.29593
Energy above the lowest of the compared OMol25 structures with the same formula, charge and spin (kcal/mol): 590.4
M (g mol⁻¹): 368.5
Max |F| (eV Å⁻¹): 18.0
Kohn-Sham gap (eV): 7.92

CARTESIAN COORDINATES (ANGSTROEM)
C: -4.3583 -2.1093 -0.4672
H: -4.4151 -2.3488 0.4956
H: -5.1865 -2.1972 -1.1034
H: -3.6101 -2.8215 -0.9889
C: -3.9752 -0.8220 -0.9018
C: -2.7470 -0.3909 0.0095
C: -2.0891 -1.3927 0.8330
C: -0.8088 -0.9681 1.1649
C: -0.3530 0.3266 1.1318
C: -0.9318 1.2878 0.5588
C: -2.2194 1.2039 -0.0761
O: -2.9768 2.0027 -0.9291
H: -2.4105 2.5779 -0.9264
C: -0.2788 2.8014 0.7147
C: -0.1848 3.0462 2.0435
H: -1.2323 3.0823 2.7526
H: 0.4451 2.1648 2.7669
H: 0.2748 3.9745 2.3706
C: -0.8951 4.0251 -0.0398
H: -1.0422 3.8991 -0.9470
H: -2.0446 4.0808 0.3370
H: -0.5380 4.9049 0.4190
C: 1.0906 2.7394 0.0964
H: 1.5252 3.6449 0.2497
H: 1.7282 2.0836 0.3154
H: 1.1034 2.3400 -1.0114
H: 0.6482 0.3223 1.7173
C: -0.0182 -1.9092 2.0044
H: 0.7785 -1.7006 2.5873
H: -0.6578 -2.4503 2.9295
C: 0.3071 -3.1856 1.1285
C: 1.4216 -3.0951 0.0946
O: 2.4550 -3.7569 0.2011
N: 1.2687 -2.1477 -0.6401
H: 0.4847 -1.4540 -0.4650
C: 2.3666 -1.4193 -1.5057
C: 3.1266 -0.4120 -1.2502
C: 3.4897 0.6021 -1.6921
C: 4.2062 1.6998 -1.4638
C: 4.4156 1.8203 -0.0339
N: 4.2401 0.6725 0.8812
C: 3.3321 -0.2035 0.4954
H: 3.1058 -1.0738 1.0140
H: 5.0477 2.3683 0.3246
H: 4.4419 2.5072 -2.2125
H: 3.3855 0.4525 -3.0180
H: 3.0879 -2.5876 -1.5794
H: 2.0144 -1.5753 -2.4875
H: -0.5456 -3.5134 0.4906
H: 0.4499 -4.0606 1.8765
H: -2.3677 -2.2144 0.7026
C: -5.1112 0.2681 -0.2425
H: -4.7638 1.3375 -0.4806
H: -6.0108 -0.1331 -0.5621
H: -5.1102 0.0064 0.9992
C: -3.8014 -0.3183 -2.0496
H: -3.6571 0.5656 -2.5443
H: -4.8413 -0.6874 -2.7190
H: -3.0016 -0.9276 -2.6273

***

Formula: C26H47BrN7O6
Source: the OMol25 dataset
Level of theory: the ωB97M-V functional and the def2-TZVPD basis

Output
Total charge: +1
E (Ha): -4427.0412
Multiplicity: 1
HOMO level (Eh): -0.35262
M (g mol⁻¹): 633.6
Max |F| (eV Å⁻¹): 8.2
Kohn-Sham gap (eV): 4.95

CARTESIAN COORDINATES (ANGSTROEM)
C: 2.6871 -7.4506 0.2898
C: 3.5953 -6.8535 -0.6771
C: 4.2716 -5.4097 -0.3003
N: 3.5114 -4.2440 -0.9398
N: 2.6950 -3.6346 -0.0846
C: 2.0275 -2.5818 -0.7371
C: 0.9495 -1.7976 0.2155
O: -0.3954 -2.0976 -0.2603
C: -1.1290 -2.8636 0.7482
C: -2.3681 -3.5905 -0.0392
C: -1.8075 -4.9645 -0.6779
C: 2.1407 -2.0518 -2.1724
N: 1.3196 -0.9052 -2.6245
C: 1.9939 0.2133 -2.5449
O: 2.6626 1.2386 -2.2819
C: 3.1305 -2.8297 -3.0965
C: 3.3830 -2.4806 -4.6327
C: 2.0529 -2.6988 -5.5768
C: 3.7717 -3.9934 -2.2974
Br: 5.0276 -5.1557 -3.3298
H: 2.9804 -8.3927 0.8746
H: 1.6699 -6.9229 0.4715
H: 3.7861 -7.3655 -1.6855
H: 5.3974 -5.3749 -0.5048
H: 4.1775 -5.3636 0.8587
H: 1.1183 -0.6602 0.0796
H: 1.0681 -2.0928 1.3258
H: -1.5326 -2.1015 1.5120
H: -0.4883 -3.6243 1.3213
H: -2.6553 -2.8486 -0.8820
H: -3.2613 -3.7534 0.6616
H: -1.5086 -4.8220 -1.7933
H: -0.8571 -5.3219 -0.1083
H: -2.5605 -5.8267 -0.6129
H: 4.2264 -3.0746 -5.1310
H: 3.6501 -1.3537 -4.7037
H: 1.7609 -1.6910 -6.0741
H: 1.1975 -3.0870 -4.9139
H: 2.2394 -3.4660 -6.4211
C: -0.1727 3.6804 1.6243
O: -0.5345 4.5804 2.3575
N: 1.1216 3.4279 1.2618
C: 1.4749 2.3340 0.3820
C: 2.1738 4.2836 1.7751
H: -0.8916 2.9724 1.1795
H: 2.1572 1.6608 0.9095
H: 1.9709 2.7367 -0.5039
H: 0.5879 1.7761 0.0736
H: 2.1669 4.2427 2.8674
H: 1.9821 5.3131 1.4619
H: 3.1471 3.9612 1.4015
C: -4.9054 5.8094 3.9276
O: -5.8598 6.1098 4.6226
N: -4.9786 5.2999 2.6620
C: -3.7949 4.9661 1.8965
C: -6.2823 5.0863 2.0658
H: -3.8694 5.9317 4.2840
H: -3.7879 5.5580 0.9775
H: -3.8225 3.9018 1.6462
H: -2.8874 5.1766 2.4650
H: -6.8164 6.0394 2.0249
H: -6.8511 4.3917 2.6904
H: -6.1821 4.6784 1.0597
C: 6.9622 -3.4919 1.8333
O: 6.5569 -4.5226 1.3182
N: 6.7154 -3.1017 3.1167
C: 7.2328 -1.8605 3.6579
C: 5.9095 -3.9560 3.9675
H: 7.5828 -2.7723 1.2754
H: 7.8684 -2.0855 4.5179
H: 6.3950 -1.2350 3.9763
H: 7.8186 -1.3213 2.9113
H: 6.3907 -4.9339 4.0509
H: 4.9244 -4.0877 3.5118
H: 5.7992 -3.5153 4.9593
C: -6.4468 6.0972 -2.0377
O: -5.9390 5.5615 -1.0681
N: -7.7883 6.1870 -2.2774
C: -8.3183 6.8414 -3.4563
C: -8.7119 5.6087 -1.3209
H: -5.8354 6.5679 -2.8247
H: -8.9599 7.6698 -3.1450
H: -8.9057 6.1198 -4.0298
H: -7.5141 7.2283 -4.0848
H: -8.5605 6.0813 -0.3469
H: -8.5066 4.5390 -1.2272
H: -9.7430 5.7577 -1.6450

***

Formula: CFO5S
Source: the OMol25 dataset
Level of theory: the ωB97M-V functional and the def2-TZVPD basis

Output
Total charge: -1
E (Ha): -912.3295
Multiplicity: 1
HOMO level (Eh): -0.20313
Energy above the lowest of the compared OMol25 structures with the same formula, charge and spin (kcal/mol): 10.3
M (g mol⁻¹): 143.1
Max |F| (eV Å⁻¹): 4.0
Kohn-Sham gap (eV): 9.45

CARTESIAN COORDINATES (ANGSTROEM)
C: -1.9927 0.2740 -0.0195
O: -2.1815 1.1411 0.6990
O: -2.4041 -0.6440 -0.6300
O: 0.5683 -1.7192 0.7246
O: -0.1806 0.3707 -0.4962
O: 2.3502 0.2376 0.5449
F: 2.9678 1.0283 -0.5102
S: 0.8727 -0.6886 -0.3126